[1]
14
Properties=species:S:1:pos:R:3:forces:R:3 method="wB97M-V/def2-TZVPD" total_energy_ev=-7339.9229 e_above_lowest_kj_mol=255.1 orbital_gap_ha=0.4471 max_force_ha_per_bohr=0.0497 homo_ev=-16.4 charge=+1
C -2.0031 -0.2702 0.1923 0.448 -1.552 0.305
C 1.2298 1.1607 -0.7197 -0.005 1.661 1.940
C 0.8797 -0.9065 0.5749 -0.321 1.553 -0.865
O -0.9120 0.0680 -0.6819 0.087 0.234 -0.188
O 0.2411 0.4908 0.1517 -0.241 -2.317 0.122
H -2.4924 0.5655 0.5767 -0.424 1.710 0.698
H -1.6480 -0.9183 1.0236 -0.489 0.335 -0.677
H -2.7718 -0.7987 -0.3981 0.847 -0.026 -0.189
H 1.9979 1.4671 0.0287 -0.618 0.075 -0.562
H 1.6878 0.4564 -1.3511 0.082 -0.741 -1.281
H 0.7367 2.0443 -1.1465 0.217 -0.611 -0.077
H 0.1467 -1.4231 1.2030 0.747 0.393 -0.006
H 1.0674 -1.3641 -0.3802 -0.370 -0.495 -0.286
H 1.8401 -0.5722 0.9264 0.041 -0.220 1.066


[2]
11
Properties=species:S:1:pos:R:3:forces:R:3 method="wB97M-V/def2-TZVPD" total_energy_ev=-11719.7376 smiles="C=COc1nnno1" e_above_lowest_kj_mol=600.1 orbital_gap_ha=0.3959 max_force_ha_per_bohr=0.1149 homo_ev=-10.5
C 1.6400 0.5402 0.5297 1.385 -1.636 2.954
C 0.9399 1.1321 -0.3424 -1.668 3.792 -2.914
O -0.4731 1.0080 -0.5799 2.687 -0.139 1.981
C -0.9599 -0.1352 -0.0914 -0.378 2.082 -5.234
N -0.5441 -0.9967 0.7740 -3.817 -0.261 -1.118
N -1.5525 -1.9923 0.4949 -0.133 -0.702 -1.980
N -2.2167 -1.8362 -0.5569 0.738 1.376 1.684
O -1.8940 -0.4291 -1.1028 1.015 -3.516 4.636
H 0.9949 -0.1230 1.1501 2.147 0.275 0.172
H 2.7106 0.8626 0.6376 -1.333 -0.829 0.109
H 1.3547 1.9696 -0.9129 -0.643 -0.442 -0.290


[3]
28
Properties=species:S:1:pos:R:3:forces:R:3 method="wB97M-V/def2-TZVPD" total_energy_ev=-15185.6928 smiles="C/C=C(/C)Nc1ccccc1CO" e_above_lowest_kj_mol=215.1 orbital_gap_ha=0.3290 max_force_ha_per_bohr=0.0899 homo_ev=-8.0
C -0.8497 0.4514 2.0388 3.428 -2.665 -1.583
C -1.9246 0.3002 1.0049 0.934 -0.316 1.389
C -1.7727 0.5506 -0.2704 -0.053 0.509 -2.314
C -2.8913 0.4835 -1.2389 -1.679 2.408 1.916
N -0.6349 0.9357 -1.0052 2.141 -1.863 1.452
C 0.6883 0.5255 -0.6027 -0.795 2.476 -1.929
C 1.6541 1.5525 -0.5464 1.597 -0.788 1.840
C 2.9162 1.2558 0.0513 0.536 1.621 -0.405
C 3.2248 -0.0659 0.3257 0.583 0.344 -0.071
C 2.2994 -1.0529 -0.0020 1.650 -1.133 0.290
C 1.0399 -0.8014 -0.5253 -0.933 -1.701 0.567
C 0.0386 -2.0142 -0.7717 0.099 1.760 -1.118
O -0.4408 -2.5079 0.4621 0.010 0.371 -0.285
H 0.2771 0.5372 1.5466 -3.081 0.322 1.467
H -0.7343 -0.5122 2.6116 -0.266 0.740 -0.272
H -1.0282 1.1811 2.7629 -0.214 1.442 0.965
H -2.8468 -0.1545 1.3425 -0.244 0.223 -0.074
H -3.6561 1.2476 -0.9132 0.565 -0.619 -0.719
H -3.3595 -0.4210 -1.1397 -1.392 -2.466 0.130
H -2.6263 0.6052 -2.2434 0.564 0.392 -1.320
H -0.6577 1.8538 -1.3519 -0.169 1.221 -0.534
H 1.4293 2.5792 -0.7947 -0.324 0.032 0.069
H 3.7496 2.0465 0.3173 -2.080 -1.379 -0.896
H 4.2629 -0.2814 0.6794 -1.243 -0.156 -0.146
H 2.7272 -2.0580 0.1632 -0.954 0.215 -0.299
H 0.6342 -2.7552 -1.2780 0.182 -0.644 0.156
H -0.8166 -1.7892 -1.5378 1.370 0.113 1.510
H -0.7020 -1.6921 0.9150 -0.230 -0.459 0.216


[4]
116
Properties=species:S:1:pos:R:3:forces:R:3 method="wB97M-V/def2-TZVPD" total_energy_ev=-54267.2113 smiles=CNCCOC.CCO.CCO.CCO.CCO.CCO.CCO.CCO.CCO.CCO.CCO.CCO e_above_lowest_kj_mol=142.8 orbital_gap_ha=0.3155 max_force_ha_per_bohr=0.0140 homo_ev=-8.0
C 1.5567 2.0879 0.7419 0.091 -0.585 -0.408
N 0.9353 2.5028 -0.5080 0.031 0.330 -0.045
C 0.1416 3.7139 -0.4319 -0.166 -0.194 0.171
C -0.7898 3.8680 0.7882 0.107 0.357 -0.395
O -1.5326 2.7260 1.1531 0.262 -0.167 -0.029
C -2.2911 2.1813 0.0921 -0.425 0.128 0.528
H 2.1641 2.8937 1.1450 -0.071 0.210 0.127
H 0.8548 1.7101 1.4883 -0.136 0.287 0.204
H 2.2493 1.2821 0.5219 0.114 -0.055 0.002
H 0.4360 1.7510 -0.9560 -0.063 -0.052 0.112
H -0.4548 3.8263 -1.3349 0.037 -0.225 -0.235
H 0.8312 4.5620 -0.4257 -0.050 0.211 0.119
H -0.1997 4.1908 1.6414 -0.061 -0.313 0.320
H -1.4838 4.6921 0.5692 -0.024 0.082 -0.043
H -2.7119 2.9740 -0.5289 0.107 -0.037 -0.285
H -3.1318 1.6528 0.5376 -0.019 -0.038 0.113
H -1.7361 1.4536 -0.4970 0.195 0.148 -0.270
C 6.7025 0.6613 0.8632 0.043 0.040 0.058
C 5.5177 -0.1069 0.3094 0.011 0.252 -0.177
O 4.4071 0.7436 0.0497 0.117 -0.122 0.207
H 6.4236 1.1762 1.7840 -0.016 -0.034 0.019
H 7.5365 -0.0102 1.0729 -0.015 -0.018 -0.011
H 7.0341 1.4209 0.1510 0.006 -0.038 -0.039
H 5.1784 -0.8526 1.0282 -0.046 -0.020 -0.018
H 5.8020 -0.6270 -0.6124 0.052 -0.101 0.061
H 4.6904 1.4040 -0.5964 -0.049 -0.067 -0.206
C 7.6641 -3.0821 3.8142 -0.014 0.083 -0.088
C 7.3127 -3.3600 2.3649 0.234 -0.038 0.082
O 8.1287 -2.6093 1.4669 -0.055 0.020 -0.014
H 7.5577 -2.0210 4.0385 -0.037 -0.004 0.021
H 7.0225 -3.6470 4.4911 0.023 -0.008 0.018
H 8.7016 -3.3563 4.0181 -0.021 -0.089 0.027
H 6.2833 -3.0703 2.1592 0.006 0.026 -0.077
H 7.4160 -4.4276 2.1419 -0.105 -0.018 0.029
H 9.0454 -2.8608 1.6215 -0.050 0.027 -0.017
C 5.9047 3.1029 -4.5572 0.062 -0.006 0.230
C 5.4279 1.9307 -3.7218 -0.134 0.131 -0.042
O 5.0452 2.3374 -2.4082 0.063 0.066 0.097
H 6.7504 3.5927 -4.0709 0.024 -0.045 -0.005
H 6.2078 2.7768 -5.5504 -0.052 -0.001 -0.040
H 5.1153 3.8471 -4.6717 -0.028 -0.033 -0.107
H 6.2235 1.1975 -3.5969 -0.017 -0.023 0.078
H 4.5811 1.4346 -4.2065 0.058 -0.059 -0.043
H 4.3264 2.9745 -2.4907 -0.004 -0.061 0.037
C 11.4181 -2.3319 6.9805 -0.058 -0.054 0.013
C 10.3757 -1.6654 6.1015 0.001 0.099 0.251
O 9.0683 -1.7635 6.6600 0.068 -0.035 -0.059
H 11.1699 -3.3826 7.1326 0.010 -0.011 -0.039
H 12.4103 -2.2672 6.5316 0.003 0.017 0.009
H 11.4547 -1.8572 7.9638 0.048 0.044 -0.020
H 10.3317 -2.1510 5.1286 -0.063 0.014 -0.026
H 10.6270 -0.6115 5.9418 0.061 -0.024 -0.083
H 9.0846 -1.3227 7.5163 -0.056 -0.035 -0.044
C -5.2526 -0.2641 -0.0717 -0.043 -0.034 0.031
C -5.6499 -0.5303 -1.5082 0.273 0.008 0.069
O -4.8571 0.2496 -2.4031 -0.059 -0.043 -0.173
H -5.3686 0.7947 0.1615 -0.059 0.002 -0.018
H -5.8574 -0.8467 0.6256 0.041 -0.014 0.026
H -4.2022 -0.5196 0.0866 -0.023 -0.083 0.059
H -6.6896 -0.2557 -1.6798 0.016 0.043 -0.103
H -5.5330 -1.5937 -1.7486 -0.105 -0.026 0.053
H -3.9365 0.0029 -2.2587 -0.021 0.102 0.044
C -5.1216 1.9102 3.7344 0.051 -0.054 -0.066
C -6.1430 0.8497 3.3643 0.106 0.003 0.287
O -5.6389 -0.4636 3.5921 -0.192 0.043 -0.260
H -4.2002 1.7688 3.1674 -0.015 0.022 -0.033
H -5.5046 2.9123 3.5346 -0.006 -0.001 0.020
H -4.8659 1.8446 4.7944 -0.050 0.040 0.017
H -6.3844 0.9062 2.3042 -0.035 -0.036 -0.009
H -7.0698 0.9922 3.9302 -0.034 0.040 -0.069
H -5.4276 -0.5593 4.5279 0.056 -0.235 -0.077
C -4.2490 3.9174 -3.2571 0.010 -0.023 0.033
C -2.8588 3.6061 -3.7800 -0.200 -0.134 -0.027
O -2.4639 2.2729 -3.4674 0.080 -0.046 0.006
H -4.2903 3.7729 -2.1771 0.009 0.027 0.002
H -4.5318 4.9465 -3.4849 0.003 -0.004 -0.014
H -4.9878 3.2480 -3.7023 -0.005 0.022 -0.030
H -2.1201 4.2615 -3.3197 0.062 -0.040 0.002
H -2.8146 3.7554 -4.8640 0.026 0.100 0.013
H -3.1023 1.6773 -3.8763 -0.025 0.058 0.059
C -6.6921 -5.0391 -2.6169 -0.045 0.051 0.042
C -7.5640 -4.5819 -3.7724 0.194 0.130 0.040
O -7.9096 -3.2043 -3.6621 -0.005 -0.047 0.035
H -7.2010 -4.8698 -1.6673 -0.026 -0.033 -0.006
H -6.4511 -6.0997 -2.7011 0.018 0.004 -0.008
H -5.7560 -4.4754 -2.5934 0.032 -0.045 -0.042
H -8.5024 -5.1337 -3.7835 -0.045 0.044 -0.023
H -7.0561 -4.7571 -4.7268 -0.034 -0.097 -0.004
H -7.0908 -2.6963 -3.6635 -0.076 0.024 -0.009
C -8.2622 -3.3509 1.2626 -0.005 -0.031 0.028
C -8.8082 -2.0727 1.8735 0.246 0.004 0.110
O -8.5012 -1.9712 3.2579 0.028 -0.136 -0.078
H -8.6644 -4.2212 1.7824 -0.037 0.003 -0.011
H -8.5205 -3.4230 0.2042 0.015 0.013 -0.007
H -7.1731 -3.3860 1.3553 0.013 0.035 -0.048
H -9.8941 -2.0456 1.7936 -0.019 0.032 0.029
H -8.4073 -1.1991 1.3453 -0.075 -0.002 -0.086
H -7.5376 -1.9640 3.3417 -0.005 0.221 0.107
C 6.0244 2.9930 -9.2078 -0.015 -0.021 0.080
C 5.4555 4.3302 -8.7698 0.230 -0.012 0.038
O 5.7282 4.5975 -7.3964 -0.050 -0.001 -0.115
H 5.6157 2.1881 -8.5960 -0.041 0.002 -0.021
H 5.7912 2.7901 -10.2539 0.016 0.006 -0.006
H 7.1105 2.9777 -9.0890 0.009 0.024 -0.064
H 4.3718 4.3359 -8.8736 -0.022 0.041 0.055
H 5.8595 5.1387 -9.3883 -0.073 -0.015 -0.071
H 6.6850 4.6123 -7.2848 -0.058 0.027 0.027
C -5.6891 -4.8924 4.4568 -0.070 0.080 0.035
C -4.7081 -3.7675 4.1824 -0.019 -0.102 0.130
O -4.8483 -2.7034 5.1198 -0.005 0.079 0.136
H -6.7136 -4.5185 4.4289 0.003 0.007 -0.050
H -5.5868 -5.6897 3.7191 0.015 -0.008 0.007
H -5.5216 -5.3188 5.4488 0.047 -0.048 -0.026
H -4.8895 -3.3313 3.2011 0.024 0.095 0.016
H -3.6785 -4.1391 4.2036 -0.004 -0.019 -0.087
H -4.6773 -3.0525 6.0010 -0.017 -0.009 -0.063